Entry 1:
ORCA calculation (ωB97M-V/def2-TZVPD) on the ion C7H15N2 with charge +1 at a distorted geometry.

Largest force on an atom ... 5.0 eV/Å
Lowest unoccupied orbital energy ... -2.857 eV
E_HOMO ... -13.87 eV
Charge ... +1
Gap between HOMO and LUMO ... 11.014 eV

Positions of all 24 atoms, in Å:
C1 1.04034 -1.01454 0.09765
C2 2.02127 -1.83154 -0.07226
C3 -0.99915 -1.57032 0.24152
C4 -0.55280 0.77898 0.59767
C5 0.82739 0.49029 -0.00523
C6 1.92155 1.27617 0.70402
C7 -2.83834 0.13199 -0.04377
N1 -1.38072 -0.17939 -0.06716
N2 0.66851 0.77301 -1.42978
H1 3.04306 -1.37089 -0.29605
H2 2.02995 -2.88733 -0.00191
H3 -1.12488 -2.28355 -0.53827
H4 -1.38900 -1.98516 1.21516
H5 -0.46015 0.83988 1.78108
H6 -0.83900 1.83521 0.37516
H7 2.51622 0.79950 1.59886
H8 1.49360 2.12036 1.08558
H9 2.60195 1.64824 -0.04549
H10 -3.28609 -0.17237 -1.04107
H11 -3.41966 -0.26926 0.71939
H12 -3.06306 1.30790 0.00524
H13 -1.06844 -0.11519 -1.06028
H14 1.10930 0.11089 -2.09465
H15 1.14816 1.56712 -1.72536

Forces on atoms 1 to 6 (eV/Å):
C -4.942 -0.161 0.681
C 2.656 0.979 -0.400
C 3.642 0.357 1.810
C 2.174 2.425 2.853
C 0.800 -1.528 0.316
C 1.926 -1.902 0.501

So, what does the Löwdin scheme give us? The charges, in e, come out as: -0.0495, 0.0545, 0.0740, -0.1254, -0.5500, -0.0082, 0.0128, -0.2278, 0.0897, 0.1211, 0.0664, 0.0867, 0.1253, 0.2006, 0.1512, 0.1494, 0.0414, 0.0863, 0.1272, 0.0698, 0.1536, 0.1553, 0.1240, 0.0715

Entry 2:
ORCA calculation (ωB97M-V/def2-TZVPD) on the molecule C6H10.

Largest force on an atom ... 0.5 eV/Å
Lowest unoccupied orbital energy (alpha / beta) ... -0.750 / -0.750 eV
E_HOMO (alpha / beta) ... -8.15 / -8.16 eV
Gap between HOMO and LUMO (alpha / beta) ... 7.404 / 7.407 eV

Positions of all 16 atoms, in Å:
C1 1.99244 0.01998 -0.09947
C2 0.87062 -0.36011 0.85831
C3 -1.08557 -1.42696 -1.26416
C4 -1.78474 -0.20167 -1.01273
C5 -1.36455 0.69350 -0.07462
C6 -0.23802 0.69116 0.90682
H1 2.44909 0.97327 0.19128
H2 1.61326 0.11372 -1.12184
H3 2.78096 -0.73913 -0.10662
H4 1.27718 -0.47195 1.86973
H5 -1.73335 -2.01007 -1.95449
H6 0.45440 -1.31718 0.54647
H7 -2.70830 0.08089 -1.53164
H8 -1.99231 1.58163 0.04871
H9 0.20332 1.69958 0.85449
H10 -0.73445 0.67335 1.88974

Forces on atoms 1 to 6 (eV/Å):
C 0.051 0.021 -0.083
C 0.024 -0.062 0.044
C -0.400 0.250 -0.153
C 0.156 -0.083 -0.017
C 0.035 0.031 0.106
C -0.024 -0.045 -0.049

So, what does the Löwdin scheme give us? The charges, in e, come out as: -0.1184, -0.2862, 0.1016, -0.2336, -0.0600, -0.2038, 0.0690, 0.0682, 0.0712, 0.1034, -0.0082, 0.0613, 0.0809, 0.1081, 0.1214, 0.1250

Entry 3:
ORCA calculation (ωB97M-V/def2-TZVPD) on a structure of composition C4H8AsCsF6O2S at a distorted geometry.

Largest force on an atom ... 3.2 eV/Å
Lowest unoccupied orbital energy (alpha / beta) ... -3.658 / -10.041 eV
E_HOMO (alpha / beta) ... -14.84 / -14.83 eV
Charge ... +1
2S+1 ... 2
Gap between HOMO and LUMO (alpha / beta) ... 11.178 / 4.794 eV

Positions of all 23 atoms, in Å:
Cs1 -2.67258 -0.66032 -3.23383
As1 -1.19506 -3.07066 0.12305
F1 -2.96046 -2.99064 0.44323
F2 -1.52578 -2.76350 -1.62403
F3 0.51865 -3.10987 -0.36527
F4 -0.83561 -3.19620 1.90886
F5 -1.29419 -4.90324 -0.09681
F6 -1.16022 -1.24874 0.24972
C1 0.05584 1.94861 1.16379
C2 1.03311 0.84998 1.36507
C3 1.45516 0.26342 -0.06700
S1 0.76264 1.37792 -1.41772
O1 -0.44701 0.83240 -2.03818
O2 1.73855 1.99896 -2.31939
C4 0.33755 2.73088 -0.11110
H1 -0.00632 2.53957 2.07758
H2 -0.93425 1.50093 1.07775
H3 0.63186 0.12142 2.06955
H4 1.88563 1.28309 1.88826
H5 1.28133 -0.78346 -0.31586
H6 2.52359 0.47273 -0.01462
H7 -0.34566 3.35370 -0.68854
H8 1.15322 3.45299 -0.07446

Forces on atoms 1 to 6 (eV/Å):
Cs -0.192 -0.450 0.124
As -0.874 -1.934 1.089
F 1.957 -0.035 -0.419
F -0.094 -0.254 0.635
F -1.135 0.437 0.810
F -0.290 0.284 -2.776

So, what does the Löwdin scheme give us? The charges, in e, come out as: 1.1148, 0.9647, -0.2805, -0.4472, -0.2783, -0.2828, -0.2830, -0.3293, -0.2048, -0.1575, -0.0760, 0.8858, -0.4225, -0.1423, -0.0714, 0.1542, 0.1296, 0.1417, 0.1281, 0.0956, 0.1154, 0.1218, 0.1240

Number 1: calculated total energy -384.849662 hartree. Number 2: calculated total energy -234.453451 hartree. Number 3: calculated total energy -3560.727078 hartree.